1.
DFT (the ωB97M-V functional and the def2-TZVPD basis) results for 2 unconnected molecules or ions with the total composition C31H46N2O10P2 in a non-equilibrium geometry.

Net charge: 0
F_max: 3.6 eV/A
SMILES: CNC[C@](CCC(=O)Nc1ccccc1)(C[C@@H]1CO1)O[C@@H](C)[C@H](COC)O[C@@H](PP(=O)(O)O)c1ccccc1.O=C1CCCO1
Frontier orbital gap: 8.99 eV
Energy: -2753.309339 Ha

CARTESIAN COORDINATES (ANGSTROEM)
C  -1.0238  2.8324  -3.7380
N  -0.0728  2.2835  -2.7381
C  0.5156  3.3052  -1.8578
C  0.4708  2.9398  -0.3351
C  -1.0335  3.0348  0.0769
C  -1.6628  4.4436  0.0049
C  -2.4648  4.7284  -1.2666
O  -2.0653  5.6007  -2.0272
N  -3.6857  4.0734  -1.5972
C  -4.0679  2.9752  -0.7559
C  -4.5091  3.1073  0.5489
C  -4.8311  1.9656  1.2668
C  -4.7139  0.6953  0.7489
C  -4.2792  0.5526  -0.5672
C  -3.9680  1.6868  -1.2877
C  1.3286  3.9976  0.3802
C  1.0346  3.9341  1.9091
C  0.2046  5.2236  2.4740
O  1.7190  4.8169  2.6859
O  0.8002  1.5919  -0.0410
C  2.1252  1.1581  -0.2974
C  3.0962  1.2836  0.9130
C  2.0647  -0.3368  -0.7481
C  0.9727  -0.5933  -1.8095
O  0.9059  -2.0020  -2.0404
C  -0.3078  -2.3662  -2.6654
O  2.1014  -1.2760  0.3015
C  1.0929  -1.1668  1.2744
P  -0.5491  -1.9952  0.8013
P  -1.7568  -1.9899  2.6186
O  -1.1737  -1.1880  3.7117
O  -1.8521  -3.5153  3.1389
O  -3.2175  -1.3566  2.3070
C  1.5853  -1.9701  2.4876
C  1.9901  -1.3440  3.6554
C  2.3914  -2.0639  4.7620
C  2.3693  -3.4434  4.6941
C  1.9961  -4.1118  3.5420
C  1.6015  -3.3552  2.4502
H  -1.9455  2.2335  -3.7074
H  -1.2207  3.9045  -3.6283
H  -0.6087  2.6946  -4.7497
H  0.7008  1.9356  -3.2893
H  1.5912  3.3898  -2.1092
H  0.1018  4.3114  -1.9961
H  -1.1538  2.5640  1.0614
H  -1.5495  2.3776  -0.6386
H  -2.3848  4.5070  0.8355
H  -0.9836  5.2836  0.1518
H  -3.5990  3.7655  -2.5607
H  -4.5800  4.1093  0.9713
H  -5.1943  2.0657  2.2905
H  -4.9408  -0.2002  1.3222
H  -4.1706  -0.4103  -1.0622
H  -3.6280  1.5732  -2.3192
H  2.4120  3.8513  0.2834
H  1.1062  5.0256  0.0874
H  0.7787  2.9565  2.3384
H  -0.5026  4.4567  2.9596
H  0.2874  5.7773  3.4226
H  2.6262  1.6796  -1.1308
H  3.7758  0.4260  0.9807
H  2.5304  1.3705  1.8467
H  3.7379  2.1637  0.7712
H  3.0031  -0.4822  -1.3098
H  1.2785  -0.1490  -2.7723
H  -0.0070  -0.1932  -1.5172
H  -1.0687  -2.6695  -1.9260
H  -0.7112  -1.5643  -3.3046
H  -0.1642  -3.2460  -3.3096
H  0.9038  -0.1623  1.6752
H  -1.2293  -1.0963  -0.0555
H  -1.7236  -4.0841  2.3599
H  -3.2946  -0.5911  2.8963
H  1.9604  -0.2523  3.6661
H  2.6727  -1.5123  5.6565
H  2.6527  -4.0271  5.5715
H  1.9763  -5.1980  3.5087
H  1.2856  -3.9094  1.5652
O  0.9315  -4.9069  -0.4412
C  1.4012  -5.5257  -1.3482
C  2.7864  -6.1350  -1.4047
C  2.9515  -6.4241  -2.8923
C  1.5158  -6.6583  -3.3330
O  0.7184  -5.8141  -2.4863
H  2.7946  -7.0477  -0.8067
H  3.5328  -5.4348  -1.0392
H  3.6106  -7.2631  -3.1099
H  3.3536  -5.5423  -3.3943
H  1.1996  -7.6940  -3.1871
H  1.3521  -6.3844  -4.3733

***

2.
DFT (the ωB97M-V functional and the def2-TZVPD basis) results for a molecular structure, C31H47BrN2P2Sn in a non-equilibrium geometry.

Net charge: +4
F_max: 2.8 eV/A
Frontier orbital gap (spin up / spin down): 4.95 / 4.14 eV
Energy above the lowest of the compared OMol25 structures with the same formula, charge and spin: 88.46 kcal per mole
Energy: -4788.270893 Ha

CARTESIAN COORDINATES (ANGSTROEM)
N  -6.4235  5.1400  -4.6609
C  -5.9892  5.5943  -3.4744
C  -4.9105  5.0271  -2.7894
C  -4.2003  3.9528  -3.3900
C  -4.7672  3.3770  -4.5756
C  -5.8475  4.0366  -5.1803
C  -2.9432  3.5284  -2.8311
Sn  0.2569  2.9250  -2.6194
P  4.9555  -0.4047  -0.2522
C  -2.1699  2.4976  -3.3154
C  -1.5170  1.6148  -2.3254
C  -0.4350  0.6958  -2.7560
C  0.3894  0.1238  -1.7449
C  0.1856  0.4261  -0.4011
C  -0.6203  1.5060  -0.0309
C  -1.5760  1.9422  -0.9523
Br  0.7126  -0.8326  0.8744
H  -2.6732  4.0182  -1.9057
H  -2.2402  2.1055  -4.3401
H  -4.6306  5.4556  -1.8322
H  -4.3503  2.4694  -5.0296
H  -6.5470  6.4653  -3.0934
H  -6.2362  3.6502  -6.1250
H  -0.4395  0.3683  -3.8006
H  -2.4447  2.5114  -0.6278
H  1.1534  -0.6223  -1.9921
H  -0.6095  1.8953  0.9893
P  -0.2357  -2.9477  -0.0102
C  4.7885  1.2309  0.3352
C  6.1142  1.9975  0.1303
H  4.5574  1.1858  1.4245
H  3.9283  1.6799  -0.2179
H  6.0761  3.0021  0.5684
H  6.9292  1.4410  0.6090
H  6.3645  2.0804  -0.9359
C  4.2483  -0.9142  -1.7875
C  5.2500  -2.0143  -2.2133
H  4.2685  -0.0614  -2.5010
H  3.2119  -1.2671  -1.7131
H  5.1963  -2.2921  -3.2680
H  6.2742  -1.6657  -2.0152
H  5.1213  -2.9150  -1.6047
C  4.3465  -1.4684  1.0708
C  5.3934  -1.7065  2.1773
H  4.0378  -2.4413  0.6527
H  3.4335  -0.9802  1.4603
H  5.0381  -2.4443  2.9067
H  6.3182  -2.0971  1.7403
H  5.6479  -0.7849  2.7095
C  -0.3330  -4.0124  1.4754
C  -1.4860  -5.0304  1.4019
H  -0.4505  -3.3676  2.3707
H  0.6428  -4.5325  1.5865
H  -2.4099  -4.5954  1.8065
H  -1.6656  -5.3651  0.3702
H  -1.2369  -5.9096  2.0096
C  0.9403  -3.3357  -1.3252
C  0.3139  -3.3984  -2.7226
H  1.4219  -4.2966  -1.0722
H  1.7345  -2.5733  -1.3016
H  -0.5634  -4.0565  -2.7404
H  0.0275  -2.4099  -3.1040
H  1.0508  -3.8071  -3.4233
C  -1.7427  -2.1261  -0.5884
C  -2.6090  -1.4819  0.4989
H  -2.3124  -2.8349  -1.2106
H  -1.3888  -1.3304  -1.2592
H  -3.4493  -0.9678  0.0214
H  -3.0318  -2.2207  1.1886
H  -2.0689  -0.7270  1.0823
C  -2.1077  1.1864  7.2111
C  -1.7785  0.9632  5.7571
C  -1.1635  1.9453  4.9768
C  -0.8916  1.6556  3.6245
N  -1.3061  0.5479  3.0096
C  -1.8343  -0.4101  3.7767
C  -2.1385  -0.2399  5.1314
H  -1.2016  1.3750  7.8145
H  -2.7773  2.0573  7.3202
H  -2.6157  0.2913  7.6005
H  -0.9115  2.9360  5.3803
H  -0.3237  2.3642  3.0247
H  -2.0479  -1.3603  3.2983
H  -2.6763  -1.0173  5.6742

***

3.
DFT (the ωB97M-V functional and the def2-TZVPD basis) results for a molecular structure, C31H47BrO2P2Tc in a non-equilibrium geometry.

Net charge: +2
F_max: 4.3 eV/A
2S+1: 4
Expectation value of S²: 3.9917
Frontier orbital gap (spin up / spin down): 6.21 / 4.37 eV
Energy: -4696.737256 Ha

CARTESIAN COORDINATES (ANGSTROEM)
Tc  0.6190  0.6277  0.7751
C  1.0214  0.7857  2.9330
C  2.1758  1.2040  2.1751
C  0.4029  2.6299  1.6560
C  -0.0777  1.6544  2.6082
C  1.7961  2.3648  1.4045
C  0.9836  -0.3070  3.9287
H  1.8715  -0.9415  3.8603
H  0.1031  -0.9341  3.7731
H  0.8901  0.0816  4.9471
C  -1.4366  1.5665  3.2095
H  -1.8399  0.5460  3.1567
H  -2.1065  2.2540  2.6871
H  -1.3985  1.8272  4.2752
C  -0.3952  3.7359  1.0667
H  -0.3903  4.6149  1.7187
H  -1.4311  3.4158  0.9390
H  0.0028  4.0303  0.0945
C  2.7117  3.1964  0.5762
H  3.1911  3.9846  1.1737
H  2.1535  3.6811  -0.2292
H  3.5026  2.5777  0.1437
C  3.5277  0.5778  2.2482
H  4.0598  0.8741  3.1614
H  4.1367  0.8708  1.3878
H  3.4444  -0.5153  2.2662
C  -0.7561  -1.0170  0.5490
C  0.5085  -1.5210  0.9756
C  1.5121  -2.2001  0.0595
C  2.2144  -1.2989  -0.9717
C  1.8998  0.1805  -0.8805
C  0.6538  0.7133  -1.3536
C  -0.4264  -0.2006  -1.8916
C  -1.2192  -1.0644  -0.8951
H  1.0535  -3.0673  -0.4431
H  2.0412  -1.6868  -1.9854
H  2.2986  -2.6215  0.7078
H  -1.2219  -2.1094  -1.2430
H  -1.5588  -1.0742  1.2949
H  0.5005  -1.9504  1.9834
H  -2.2686  -0.7339  -0.9206
H  -1.1355  0.4268  -2.4462
H  0.6661  1.7281  -1.7684
H  0.0256  -0.8731  -2.6363
H  3.2960  -1.4097  -0.8178
H  2.7778  0.8272  -0.9759
P  -0.4370  -0.5274  -4.9944
P  -0.4635  2.2736  -6.0858
C  -0.6497  -0.4356  -6.8442
C  -1.1150  0.9608  -7.2612
H  -1.3808  -1.2017  -7.1372
H  0.3211  -0.6912  -7.2979
H  -0.7839  1.2063  -8.2797
H  -2.2138  1.0397  -7.2325
C  -1.2602  3.6896  -6.9526
H  -0.9113  4.6210  -6.4871
H  -2.3490  3.6072  -6.8370
H  -0.9994  3.6886  -8.0204
C  1.2197  2.4542  -6.8309
H  1.1782  2.4349  -7.9293
H  1.8741  1.6529  -6.4662
H  1.6242  3.4210  -6.5007
C  -2.0729  -1.2454  -4.5454
H  -2.0860  -1.4916  -3.4749
H  -2.2563  -2.1491  -5.1391
H  -2.8591  -0.5059  -4.7406
C  0.6013  -2.0383  -4.9199
H  1.5701  -1.8154  -5.3873
H  0.1106  -2.8635  -5.4510
H  0.7744  -2.3259  -3.8746
Br  -0.4166  -0.1746  7.3296
C  -1.3413  -1.7640  7.7936
C  -1.5827  -2.0743  9.1373
C  -2.2167  -3.2776  9.4741
C  -2.5746  -4.1707  8.4569
C  -2.3086  -3.8565  7.1237
C  -1.7358  -2.6314  6.7727
C  -1.4972  -2.3007  5.2952
O  -0.4922  -2.8854  4.8230
O  -2.3228  -1.5227  4.7590
H  -1.2891  -1.3700  9.9119
H  -2.4302  -3.5128  10.5173
H  -3.0733  -5.1115  8.6981
H  -2.5338  -4.5577  6.3205